The following is a quantum chemistry calculation of C26H35N2Ti as an isolated structure in a non-equilibrium geometry, from the Open Molecules 2025 dataset.

```
64
Properties=species:S:1:pos:R:3:mulliken_charge:R:1
C -1.110 1.999 1.436 1.00
C -1.532 0.658 1.739 0.45
C -2.091 0.086 0.540 0.44
C -1.907 1.042 -0.533 0.59
C -1.313 2.227 0.034 1.27
Ti 0.133 0.373 0.153 -1.06
C 1.103 -0.871 -2.536 1.67
C 1.567 0.202 -1.548 -0.50
H 2.578 0.029 -1.157 0.41
C 0.997 1.480 -1.508 -1.28
H 0.278 1.783 -2.282 0.33
H 1.529 2.335 -1.059 0.75
C 2.299 -1.798 -2.898 -1.77
H 2.720 -2.334 -2.037 0.40
H 1.958 -2.534 -3.642 0.40
H 3.105 -1.209 -3.362 0.48
C 0.693 -0.308 -3.890 -2.26
H -0.285 0.169 -3.894 0.40
H 1.430 0.416 -4.240 0.41
H 0.677 -1.120 -4.624 0.56
C -1.535 0.040 3.092 -1.81
H -0.641 0.320 3.665 0.29
H -2.408 0.365 3.676 0.40
H -1.559 -1.055 3.033 0.34
C -2.980 -1.098 0.476 -1.36
H -2.627 -1.900 1.129 0.40
H -4.002 -0.840 0.795 0.27
H -3.038 -1.486 -0.545 0.38
C -2.419 0.863 -1.922 -1.21
H -2.058 -0.079 -2.364 0.08
H -3.519 0.819 -1.938 0.33
H -2.109 1.688 -2.576 0.29
C -1.163 3.550 -0.636 -1.93
H -1.033 3.459 -1.719 0.40
H -2.054 4.177 -0.476 0.35
H -0.305 4.112 -0.246 0.46
C -0.845 3.051 2.448 -1.52
H -0.917 4.052 2.002 0.47
H -1.570 2.989 3.270 0.35
H 0.160 2.960 2.875 0.24
C 0.068 -1.744 -1.979 -0.20
C 0.167 -1.795 -0.616 0.91
C -0.888 -2.469 -2.716 0.26
C -0.567 -2.891 0.033 -0.71
H 1.260 -2.073 -0.886 0.51
C -1.579 -3.492 -2.088 -0.84
H -1.074 -2.215 -3.763 0.41
C -1.339 -3.756 -0.720 -0.76
H -0.454 -3.017 1.120 0.35
H -2.268 -4.109 -2.665 0.45
H -1.795 -4.639 -0.273 0.41
N 2.078 2.401 1.925 -0.25
C 2.234 1.115 2.389 0.65
C 2.991 0.854 3.537 -0.96
C 3.270 -0.470 3.883 -0.41
C 2.651 -1.487 3.135 -1.00
C 1.760 -1.165 2.134 -0.25
N 1.577 0.128 1.722 0.68
H 1.757 2.596 0.971 -0.05
H 2.635 3.125 2.362 0.26
H 3.363 1.702 4.110 0.44
H 3.940 -0.724 4.708 0.42
H 2.818 -2.542 3.330 0.46
H 1.187 -1.942 1.613 0.33
```

E_HOMO (alpha / beta): -9.6401 / -9.6418 eV
strongest force on any atom: 3.33 eV/A
Kohn-Sham gap (alpha / beta): 6.362 / 6.364 eV
charge: +1